# 1
The following is a DFT calculation (ωB97M-V/def2-TZVPD) of C17H14AlBrClO2 as an isolated structure in a non-equilibrium geometry.

Atoms and positions in Å:
C1 0.623148 1.254388 2.963369
C2 0.731921 -0.070420 2.508885
C3 -2.270914 1.109457 -0.370883
C4 0.535329 -0.697363 -4.264745
C5 0.550807 -0.909662 4.776828
O1 0.452748 -1.695858 0.877786
H1 0.572128 2.457734 -3.102151
C6 -1.495339 -0.524850 -1.834149
C7 -2.263154 -0.139898 0.325804
H2 2.622194 0.942484 -2.204974
C8 0.469576 1.494838 4.335489
H3 -1.793048 1.658972 -2.462310
H4 2.488278 -1.462213 -3.486924
H5 -1.523991 -1.120411 -2.742010
H6 0.795278 -2.152716 3.053660
C9 0.714993 1.387908 -3.289335
H7 -2.636499 -0.303244 1.330164
H8 0.474587 -1.749950 5.456426
Br1 1.592744 -2.727150 -1.528495
H9 -0.901697 0.925813 -4.765420
C10 0.431570 0.416165 5.240130
H10 -2.616775 2.042597 0.067658
C11 0.719045 -1.128464 3.422714
C12 1.690927 -0.718368 -3.419213
H11 0.355813 2.497564 4.730083
C13 -0.034497 0.595222 -4.188397
C14 1.758610 0.578811 -2.733207
O2 1.015417 0.346199 0.099957
C15 0.753805 -0.497090 1.067977
Al1 0.580890 -0.575194 -1.569294
H12 -1.734254 -2.217187 -0.383816
H13 0.619298 2.084717 2.266777
C16 -1.842939 0.900434 -1.676059
C17 -1.786018 -1.136558 -0.540664
Cl1 0.158788 0.661436 6.918328
H14 0.191225 -1.528149 -4.879981

Cartesian forces, eV/Å:
0.0 -0.7 0.4
0.2 0.6 0.1
0.0 -0.5 -0.7
1.3 0.6 0.6
0.0 0.9 0.1
0.6 2.1 0.3
-0.1 -0.6 0.2
0.5 0.4 1.2
0.3 -1.0 -0.9
0.1 0.0 0.2
0.0 -0.7 0.4
0.0 -0.4 0.5
-0.7 0.5 0.4
-0.2 0.3 0.0
0.0 0.5 0.0
-0.3 -0.3 -0.9
0.3 0.0 0.0
0.1 0.2 0.1
0.0 -1.3 0.7
0.2 -0.1 0.4
0.0 -0.5 -1.6
0.2 -0.1 -0.2
-0.1 -0.1 0.2
-0.1 1.3 -2.2
0.0 0.0 -0.1
0.6 0.7 -0.1
0.3 -0.2 -1.9
-0.5 -1.1 0.1
-0.5 -1.7 -0.5
-0.7 -0.2 2.0
0.1 0.6 0.2
0.0 -0.2 0.0
-0.4 0.0 0.2
-1.3 0.7 0.1
0.0 0.3 0.5
0.1 0.2 0.3

The highest occupied orbital energy comes out at -4.208 eV. The calculation puts the largest force on an atom at 2.61 eV Å⁻¹. The energy above the lowest of the compared OMol25 structures with the same formula, charge and spin comes out at 0.0 kJ/mol. The molecular weight comes out at 392.636 g/mol. The charge is -1. The HOMO-LUMO gap is 6.845 eV.

# 2
The following is a DFT calculation (ωB97M-V/def2-TZVPD) of C3H6ORb as an isolated structure in a non-equilibrium geometry.

Atoms and positions in Å:
H1 -2.211649 -3.746383 7.089044
H2 -0.844453 -2.076887 3.837171
C1 -1.295950 -2.872095 4.430377
H3 -0.666110 -3.754238 4.315379
O1 -0.376675 -1.596321 6.212055
C2 -1.266877 -2.318564 5.834247
Rb1 3.249442 -0.867510 3.878037
H4 -2.342069 -2.982930 4.144971
H5 -2.278040 -2.080752 7.675452
C3 -2.355499 -2.708731 6.787900
H6 -3.323344 -2.573376 6.305140

Cartesian forces, eV/Å:
-0.2 -0.1 -0.1
-0.1 -0.1 -0.3
0.0 1.1 0.1
-0.4 -0.2 0.1
0.8 0.4 -0.3
0.0 -0.6 0.6
-0.1 0.0 0.1
0.3 -0.5 -0.3
-0.1 -0.1 -0.1
0.0 0.3 0.0
-0.1 -0.2 0.2

The highest occupied orbital energy comes out at -12.523 eV. The calculation puts the largest force on an atom at 1.07 eV Å⁻¹. The energy above the lowest of the compared OMol25 structures with the same formula, charge and spin comes out at 55.4 kJ/mol. The molecular weight comes out at 143.548 g/mol. The charge is +1. The HOMO-LUMO gap is 8.276 eV.

# 3
The following is a DFT calculation (ωB97M-V/def2-TZVPD) of a 3-piece molecular cluster, C24H57N7O7P2 overall in a non-equilibrium geometry.

Atoms and positions in Å:
H1 4.991582 0.558681 2.626275
C1 6.061335 -5.070627 4.108747
C2 -3.403396 5.701514 0.167257
C3 2.106369 -1.892372 -0.950748
H2 -2.045871 -4.315682 -5.345557
C4 -6.771405 2.689704 2.104419
H3 4.134452 -3.801024 -2.167306
C5 -1.055089 -1.996197 -0.617069
H4 -8.750506 4.859109 1.150177
H5 -5.628477 3.937300 3.926537
C6 0.130891 -2.192494 -5.551379
H6 7.689188 -1.440684 3.795820
H7 -8.455843 2.959633 -0.596842
H8 7.100262 -5.210912 3.830846
H9 -2.807443 6.388051 0.774671
H10 -1.124178 -0.762924 -3.885501
H11 -4.291521 3.665438 2.797745
N1 6.930663 -3.789665 1.844547
N2 3.430384 -3.229776 -2.622394
C7 4.385845 -3.514163 4.737739
C8 8.220344 -3.133092 1.934449
H12 2.230119 -0.527443 -2.569129
H13 -3.266716 2.017803 -2.635013
H14 5.441947 -5.740720 3.508637
C9 -2.312499 1.502893 -2.665517
H15 -2.935324 4.720973 0.243495
C10 2.266568 -3.138081 -1.773828
H16 8.233639 -2.156484 1.433952
C11 0.082205 -0.728323 -2.135934
N3 -7.238212 4.692766 -0.350553
C12 -8.242621 5.447717 0.373330
H17 6.912037 -3.890368 -0.285654
H18 3.984156 -0.718208 1.974683
C13 6.722154 -0.954314 3.864524
H19 4.085349 -0.499156 3.725744
H20 1.472497 -0.609526 -5.089842
O1 -1.603209 -2.929948 -0.077112
O2 4.873575 -2.766050 0.998619
N4 5.806401 -1.376366 2.822290
H21 -8.594810 4.177206 -1.880327
H22 0.047292 0.557212 -3.858500
N5 -6.204557 4.048849 1.900962
C14 0.847908 -1.310018 -4.534877
O3 -0.568922 -1.980109 -1.887687
H23 7.620286 -5.289849 0.548672
C15 4.661947 -0.469815 2.790199
C16 -0.680904 0.173849 -1.150760
H24 -7.841742 6.342123 0.837925
P1 -5.680770 4.247201 0.240209
P2 5.472213 -3.004165 2.361014
H25 -7.572271 2.491601 1.389163
H26 -5.803082 7.216134 -0.373674
H27 5.982257 -5.374547 5.154605
O4 -0.786655 -0.787554 -0.062953
H28 6.330024 -1.118079 4.878040
C17 -7.896920 3.696719 -1.191166
H29 -2.143032 -2.631773 -4.730519
O5 1.470158 -4.051074 -1.747775
C18 -5.202343 4.243620 2.968879
H30 1.536104 -2.116424 -0.055492
H31 4.050412 -2.475079 4.743998
H32 4.531200 -3.806229 5.776944
H33 -0.174156 1.021682 -0.705743
H34 3.126064 -3.777314 -3.420715
H35 -0.697689 -1.673047 -6.037476
C19 -0.104908 -0.494599 -3.628165
H36 3.107332 -1.624389 -0.608298
C20 6.828724 -4.537508 0.596000
H37 -7.207075 2.604668 3.099086
H38 -1.711570 -3.922063 -3.648680
H39 0.857821 -2.415237 -6.335681
H40 -2.449941 1.159350 -0.580786
C21 -1.607457 -3.577964 -4.675694
C22 -5.365145 6.989432 0.606743
H41 5.880280 -5.069601 0.535723
N6 -4.775096 5.666251 0.662821
H42 -7.175108 3.154743 -1.799795
H43 -9.005197 5.795216 -0.327647
H44 -6.014096 1.910217 1.986239
O6 -4.987794 3.941999 -1.063092
C23 -2.120873 0.589040 -1.449190
O7 -0.228466 -3.425821 -4.970210
H45 8.993810 -3.756575 1.482593
H46 -2.810260 -0.249760 -1.533986
H47 1.763650 0.190864 -1.074150
H48 1.527937 -1.949594 -3.980766
H49 -2.345333 0.893684 -3.566230
H50 6.920673 0.114686 3.757035
C24 1.572755 -0.664709 -1.713260
H51 -1.484555 2.190348 -2.822466
H52 -6.121236 7.113969 1.385760
H53 8.528690 -3.017541 2.976385
H54 -4.611960 7.748461 0.825757
N7 5.655339 -3.655986 3.976873
H55 -4.938076 5.290023 3.076425
H56 -3.345521 6.024057 -0.878891
H57 3.584987 -4.123765 4.311471

Cartesian forces, eV/Å:
0.1 0.0 0.1
0.3 -0.2 0.0
0.0 -0.2 -0.2
0.7 0.3 0.1
-0.2 0.0 -0.1
-0.6 0.1 -0.2
0.2 0.3 0.3
0.0 -1.0 0.4
0.0 0.0 0.0
-0.1 -0.2 -0.2
1.0 -0.1 0.1
-0.1 -0.2 0.0
-0.1 0.1 0.0
0.0 0.1 -0.2
-0.1 0.1 0.1
-0.2 0.1 0.1
0.0 0.0 0.1
0.1 -0.3 -0.1
-0.3 0.5 -0.2
0.1 0.6 0.2
0.1 0.1 0.5
-0.1 0.0 -0.2
0.0 0.3 0.3
0.0 -0.1 0.1
0.1 -0.7 -0.5
0.0 0.0 -0.1
-0.5 -1.3 0.0
0.1 0.0 0.1
0.2 1.1 -0.3
0.0 -0.6 0.0
-0.1 0.0 0.5
0.0 0.0 0.0
0.1 -0.1 0.0
0.1 -0.3 0.4
0.1 0.1 0.0
0.1 0.0 0.0
0.9 1.6 -0.9
-2.6 -1.4 1.6
-0.6 -0.1 0.1
0.0 0.1 0.1
-0.1 0.2 0.1
1.4 -2.5 -0.5
-0.4 0.3 -0.2
-0.1 -0.6 0.7
0.1 0.1 0.1
-0.2 0.0 -0.4
-1.3 -0.8 0.3
0.1 -0.1 0.1
-1.2 6.2 -1.1
5.8 2.4 -1.2
0.1 0.1 -0.1
0.0 0.1 0.0
-0.2 0.2 0.0
-0.5 -0.2 0.6
0.0 0.0 0.0
0.3 -0.2 -0.4
-0.1 0.1 -0.2
0.2 0.6 0.0
0.1 0.3 0.2
-0.3 -0.1 0.0
0.1 0.0 -0.1
0.1 0.0 0.0
0.5 0.1 -0.5
0.0 -0.2 0.0
-0.2 -0.1 0.1
0.5 -0.1 -0.1
0.1 0.0 0.1
-0.2 0.1 -0.1
0.0 0.1 0.0
0.1 -0.1 0.1
0.0 -0.1 -0.1
0.0 -0.1 0.2
0.2 -0.1 0.4
-0.4 0.0 0.3
0.0 0.1 0.0
0.3 0.0 0.1
0.1 0.1 0.1
0.1 -0.1 -0.1
0.0 0.0 0.1
0.0 -3.0 1.6
-0.1 1.0 -0.4
-0.5 0.2 -0.2
-0.1 -0.1 -0.1
0.2 -0.3 0.0
-0.2 0.2 0.1
0.0 -0.1 0.1
0.0 0.0 -0.1
-0.2 0.0 -0.1
0.4 -1.0 0.1
-0.1 0.3 0.2
-0.1 0.0 -0.1
-0.1 0.1 0.0
0.1 -0.1 -0.1
-2.6 -1.1 -0.8
0.0 0.0 -0.3
0.1 -0.1 0.0
0.0 -0.1 0.1

The highest occupied orbital energy comes out at -8.397 eV. The calculation puts the largest force on an atom at 6.41 eV Å⁻¹. The molecular weight comes out at 617.710 g/mol. The charge is 0. As for the structure (SMILES): CC[C@H]1OC(=O)O[C@]1(CCCOC)CCC(N)=O.CN(C)P(=O)(N(C)C)N(C)C.CN(C)P(=O)(N(C)C)N(C)C. The HOMO-LUMO gap is 8.663 eV.

# 4
The following is a DFT calculation (ωB97M-V/def2-TZVPD) of a single C5H8 molecule in a non-equilibrium geometry.

Atoms and positions in Å:
H1 0.128860 0.619504 -2.032602
C1 0.106244 -1.711394 0.108913
H2 1.940901 0.778701 0.907474
C2 1.027542 1.153332 1.339697
C3 -0.774454 0.183102 -1.462856
H3 -0.054000 -2.448302 -0.724915
C4 -0.090944 0.580373 1.023852
H4 0.481665 -2.035101 1.132130
H5 -1.569310 0.941409 -1.272548
H6 -1.103516 0.975292 1.250687
H7 1.190833 2.117740 1.972063
H8 -1.070636 -0.764410 -2.151012
C5 -0.213181 -0.390245 -0.090886

Cartesian forces, eV/Å:
-1.5 -0.2 1.0
-0.4 1.3 -0.2
0.2 -0.1 -0.1
2.1 2.6 1.6
1.6 -2.3 -0.4
0.3 0.7 1.1
-2.7 0.3 -1.7
-0.5 0.3 -1.6
0.6 -0.7 -0.5
0.8 0.0 0.5
-0.7 -2.1 -0.9
0.1 2.4 1.7
0.1 -2.3 -0.5

The highest occupied orbital energy comes out at -9.206 eV. The calculation puts the largest force on an atom at 3.76 eV Å⁻¹. The energy above the lowest of the compared OMol25 structures with the same formula, charge and spin comes out at 159.3 kJ/mol. The molecular weight comes out at 68.119 g/mol. The charge is 0. As for the structure (SMILES): C=CC(=C)C. The HOMO-LUMO gap is 10.313 eV.

# 5
The following is a DFT calculation (ωB97M-V/def2-TZVPD) of C31H28AuO8S as an isolated structure in a non-equilibrium geometry.

Atoms and positions in Å:
H1 -1.568699 -4.243717 0.731638
H2 2.560739 0.070864 -4.800699
C1 0.464389 -2.131945 5.192472
H3 0.774179 -4.252805 4.834898
H4 -1.072369 2.331243 -1.573691
C2 0.970885 0.585638 -3.473972
C3 -0.532580 2.289971 -4.242990
C4 -0.541497 -3.400111 3.413802
H5 -0.388419 0.724234 -1.216449
C5 -1.681460 3.673364 1.621276
H6 4.712901 4.971028 2.853365
H7 -1.401072 2.912423 -4.082569
S1 -2.611945 0.654968 -2.130127
C6 -1.824714 -1.598893 -4.496655
C7 0.599918 4.664210 1.818705
H8 -0.101175 3.123447 -6.158458
H9 0.110663 -2.469782 -1.863859
C8 -0.181474 -1.001569 4.717286
H10 2.338750 1.178832 1.356747
H11 -1.430861 -2.110524 -6.530346
Au1 -2.387113 0.597013 1.301912
C9 -2.025524 -2.412133 1.736231
O1 -2.424959 2.665356 1.459235
C10 -1.000092 -1.004902 3.562054
O2 3.935546 3.445827 1.703186
O3 -1.500646 0.114461 3.216651
O4 -2.471079 -1.485795 1.015933
C11 -1.199796 -2.269276 2.887757
C12 2.036574 -3.025728 6.759644
C13 0.198030 2.406378 -5.409948
H12 0.647029 -3.335382 -6.008726
C14 -0.149404 3.499145 1.646419
C15 4.162777 4.823365 1.911711
H13 2.708642 -3.403133 5.984898
H14 -0.056859 -0.062589 5.233364
H15 1.430761 -3.847221 7.150282
H16 1.417071 -3.509697 -3.670526
H17 1.892421 1.711513 -6.523959
H18 -3.234550 -3.692696 0.567428
C16 -0.893156 1.329133 -1.969277
C17 -1.088034 -2.182146 -5.510307
O5 -2.083821 4.816579 1.721641
C18 -0.143769 1.388376 -3.254678
H19 0.105946 5.612156 1.946560
C19 2.597176 3.283866 1.655717
C20 1.858066 2.134149 1.481323
C21 -0.223753 -2.382243 -2.889691
H20 1.281445 -0.116664 -2.714651
H21 -2.693404 -4.438058 2.080947
H22 -3.228347 -1.609720 -2.061265
C22 1.969931 4.536854 1.823122
C23 0.079482 -2.871629 -5.217241
H23 -0.130367 1.379244 1.357797
H24 -0.656707 -4.348821 2.913343
H25 -2.737992 -1.070889 -4.728405
O6 -3.188208 0.917709 -0.777484
C24 0.279915 -3.352189 4.507353
C25 1.318083 1.613386 -5.615250
C26 -2.234449 -1.156368 -2.064468
H26 2.622775 -2.594705 7.571749
O7 1.234674 -1.966180 6.270263
H27 4.759805 5.229847 1.081670
C27 -2.404621 -3.791152 1.261411
C28 0.475548 2.266612 1.477231
C29 1.695240 0.696685 -4.647047
O8 2.920463 5.483473 1.975860
C30 -1.404412 -1.700782 -3.174109
H28 -1.773581 -1.322480 -1.091843
C31 0.511082 -2.969427 -3.904191

Cartesian forces, eV/Å:
0.1 0.0 0.0
0.1 -0.1 0.0
-0.2 0.2 -0.2
0.0 0.0 0.0
-0.1 0.0 0.1
-0.1 0.2 0.1
0.0 -0.1 0.2
0.4 -0.2 0.4
0.0 -0.1 0.1
4.4 2.5 0.5
-0.2 -0.1 -0.2
-0.1 0.1 0.0
2.2 -0.9 -0.9
0.0 0.0 0.2
0.6 0.2 0.1
0.0 0.1 -0.1
0.0 0.0 0.1
-0.3 0.4 -0.3
0.1 -0.2 0.0
0.0 0.0 -0.1
1.4 -0.5 0.3
0.9 -0.6 1.1
-3.2 -3.5 -0.5
1.1 -2.1 0.2
0.1 -0.6 -0.1
-1.8 2.7 -1.8
-0.8 1.8 -0.4
-0.3 0.7 -0.1
0.3 -0.4 0.2
0.0 0.0 -0.1
0.1 0.0 -0.1
-0.8 -0.7 -0.2
1.3 0.7 0.1
0.0 0.1 0.0
0.1 0.1 0.0
0.0 0.1 0.0
0.1 0.0 0.0
0.0 0.0 -0.1
0.0 -0.1 0.0
-0.6 0.0 -0.2
0.1 0.0 -0.1
-1.0 -0.9 -0.1
0.2 0.0 -0.4
0.0 0.1 0.0
-1.1 0.6 0.1
0.6 0.2 0.0
-0.3 0.0 0.1
0.0 0.0 0.1
0.0 0.0 0.1
0.0 0.0 0.1
-0.3 -1.2 -0.2
0.0 0.0 0.1
0.2 -0.1 0.0
0.0 -0.1 0.0
-0.1 0.0 -0.1
-1.0 0.4 3.2
0.0 -0.4 -0.2
-0.1 0.0 0.1
-0.3 0.4 -0.1
-0.1 -0.1 -0.1
-0.4 0.3 -0.4
-0.2 -0.1 0.1
-0.2 0.3 -0.3
-0.5 0.5 0.1
0.0 0.0 -0.1
-0.3 0.5 0.0
0.2 -0.1 -0.3
0.0 0.1 -0.1
0.0 0.0 -0.1

The highest occupied orbital energy (alpha / beta) comes out at -10.243 / -10.243 eV. The calculation puts the largest force on an atom at 5.07 eV Å⁻¹. The molecular weight comes out at 757.591 g/mol. The charge is +1. The HOMO-LUMO gap (alpha / beta) is 3.706 / 3.706 eV.

Q: Which of these has the highest molecular weight?
A: C31H28AuO8S